No. 1
Density functional theory data (ωB97M-V/def2-TZVPD) for a structure of composition C14H26N2O9P2S4Sr.

The geometry in XYZ format:
```
58
Properties=species:S:1:pos:R:3:forces:R:3:nbo_charge:R:1
Sr 0.94250 0.12833 1.22138 0.212 0.053 -0.612 1.7734
C 2.37152 -0.28794 -2.59266 -0.001 0.018 0.006 -0.5387
C 1.17300 -1.20218 -2.39047 0.056 -0.030 0.088 -0.5584
S 1.01180 -2.09414 -0.82246 -0.024 -0.016 -0.035 0.1802
C 2.58922 -2.97127 -0.63100 -0.003 -0.003 0.003 -0.5466
C 3.26232 -2.75954 0.71983 -0.002 0.005 -0.009 -0.5332
S 3.76868 -1.06678 1.15032 0.089 -0.051 0.014 0.1494
C 4.72292 -0.52120 -0.29200 0.003 0.008 -0.012 -0.5458
C 4.28994 0.83013 -0.85007 -0.007 0.003 -0.022 -0.5396
S 2.55514 1.02282 -1.34301 0.019 -0.058 -0.008 0.1758
H 2.24041 0.20456 -3.55541 0.013 0.053 -0.016 0.2577
H 3.30620 -0.84677 -2.63088 -0.005 0.004 -0.001 0.2101
H 1.13390 -1.92128 -3.20939 0.002 -0.016 -0.017 0.2346
H 0.24990 -0.62262 -2.43853 0.006 -0.027 0.015 0.2818
H 3.24140 -2.69508 -1.45808 0.002 0.006 0.003 0.2158
H 2.38860 -4.03787 -0.73695 0.003 -0.001 0.000 0.2449
H 4.13668 -3.40703 0.79267 -0.002 -0.002 0.000 0.2326
H 2.58296 -3.03141 1.53108 -0.001 0.003 0.003 0.2642
H 4.66048 -1.29431 -1.05483 -0.003 -0.004 0.006 0.2202
H 5.77080 -0.45342 0.00106 0.004 -0.004 0.001 0.2396
H 4.92133 1.07583 -1.70560 0.005 0.003 0.003 0.2343
H 4.44975 1.61733 -0.11069 -0.009 -0.005 0.007 0.2355
N -2.09883 0.93164 4.33468 0.012 -0.030 -0.073 -0.7219
C -0.98581 0.67651 3.33132 -0.233 0.020 0.312 -0.6800
C 0.28990 1.39465 3.83134 -0.020 0.109 0.206 -0.6907
P -1.77254 1.65203 1.87432 0.027 -0.062 0.037 2.4279
O -3.05413 0.82900 1.67153 -0.312 0.418 0.231 -1.0962
O -2.02581 2.94621 2.56288 0.079 0.010 0.057 -1.1595
O -0.78786 1.61036 0.72117 0.116 -0.224 0.146 -1.2598
P -0.75403 -1.17553 3.54937 0.047 0.117 0.088 2.3736
O -2.04101 -1.68078 2.75731 -0.133 0.023 -0.100 -1.0037
O -0.84201 -1.37546 5.01670 0.017 -0.096 -0.011 -1.1455
O 0.49522 -1.57751 2.78926 -0.034 0.178 0.013 -1.2547
H -2.25650 1.95019 4.35198 0.012 0.005 0.022 0.4676
H -1.86566 0.47685 5.22430 -0.013 0.017 0.015 0.4556
H -2.95303 0.51027 3.95072 0.003 -0.002 0.009 0.4623
H 0.07900 1.99590 4.71591 -0.003 0.000 0.000 0.2495
H 0.67553 2.12895 3.11138 -0.113 -0.091 -0.042 0.2212
H 1.07697 0.69612 4.13106 -0.009 -0.017 -0.036 0.2321
H -3.34811 0.08170 0.96118 0.099 -0.315 -0.211 0.5400
H -2.39057 -2.55448 2.96248 0.065 -0.009 0.067 0.5246
N -0.00170 2.29694 -3.71554 -0.185 0.080 0.150 -0.8435
C -1.18299 1.66342 -3.20125 0.149 0.051 -0.051 0.1104
C -1.49449 0.36636 -3.59919 -0.160 0.070 -0.112 -0.2366
C -2.54906 -0.31491 -3.00692 -0.036 0.063 -0.056 -0.2062
C -3.30228 0.30327 -2.02076 0.049 -0.010 0.086 -0.3393
C -3.03827 1.61817 -1.66519 0.011 -0.021 -0.079 -0.1691
C -1.98191 2.29408 -2.25451 0.004 -0.032 0.044 -0.2333
S -4.50031 -0.62734 -1.08024 -0.086 0.089 -0.155 2.4277
O -5.59530 0.27374 -0.81710 0.034 -0.006 -0.003 -0.9802
O -3.72676 -0.94453 0.15979 0.084 -0.064 0.060 -1.0166
O -4.78088 -1.81961 -1.84081 0.048 0.005 0.034 -0.9834
H 0.18651 3.13098 -3.17041 0.046 -0.013 -0.078 0.3680
H -0.11858 2.59607 -4.67681 0.007 -0.146 -0.043 0.3718
H -0.90381 -0.10811 -4.37520 0.031 0.001 0.005 0.1992
H -2.79704 -1.32778 -3.29509 0.006 -0.028 0.011 0.2441
H -3.66141 2.10212 -0.92380 0.028 -0.007 0.026 0.2459
H -1.76189 3.31432 -1.96011 0.007 -0.022 0.016 0.2111
```
Positions in Å, forces in eV/Å.

## Properties
Relative energy (zero: lowest compared OMol25 entry of this formula, charge and spin) in kJ/mol: 180.4
HOMO in eV: -8.21
Electronic energy in Eh: -3642.25378
M in g/mol: 644.203
LUMO level in Eh: -0.0205
Largest force on an atom in eV/Å: 0.65

=====

No. 2
Density functional theory data (ωB97M-V/def2-TZVPD) for a cluster of 2 separate species, C3H6NO2 in total at a distorted geometry.

The geometry in XYZ format:
```
12
Properties=species:S:1:pos:R:3:forces:R:3:nbo_charge:R:1
C -1.35199 -0.20104 0.90346 0.639 -2.489 0.724 0.9991
C -2.19037 0.94822 0.89227 -0.011 1.312 -0.587 -0.8101
C 1.51204 -0.66059 -0.53318 -1.127 0.118 0.729 0.5441
N 2.48704 -0.41554 -1.37913 0.360 0.201 -0.415 -0.7492
O -1.08583 -1.25670 1.20270 -0.326 1.115 -0.284 -0.2673
O 0.53560 0.08876 -0.35087 0.117 0.341 -0.291 -0.6910
H -1.64685 1.84445 1.20909 0.081 -0.202 0.032 0.3292
H -2.56660 1.14407 -0.11785 0.100 -0.183 0.040 0.3295
H 1.60013 -1.59614 0.03272 0.113 -0.031 -0.055 0.1447
H 2.46972 0.42034 -1.94966 -0.005 -0.100 0.109 0.4233
H 3.25931 -1.05511 -1.48244 -0.080 0.039 0.019 0.4230
H -3.02221 0.73928 1.57289 0.138 -0.122 -0.019 0.3248
```
Positions in Å, forces in eV/Å.

## Properties
Relative energy (zero: lowest compared OMol25 entry of this formula, charge and spin) in kJ/mol: 18.2
HOMO in eV: -14.78
Electronic energy in Eh: -322.87193
M in g/mol: 88.086
LUMO level in Eh: -0.1742
Total charge: +1
Largest force on an atom in eV/Å: 2.67

=====

No. 3
Density functional theory data (ωB97M-V/def2-TZVPD) for a cluster of 2 separate species, C9H11NO5 in total at a distorted geometry.

The geometry in XYZ format:
```
26
Properties=species:S:1:pos:R:3:forces:R:3:nbo_charge:R:1
C 1.42737 -2.68861 0.26684 -3.857 4.261 1.499 -0.2301
C 0.24934 -2.81655 1.01569 0.551 -1.811 -0.728 -0.1759
C 1.58591 -1.39352 -0.27084 2.251 -1.843 -1.213 -0.2524
C -0.74563 -1.85365 1.17370 1.116 -0.741 -0.765 -0.3180
C 0.61443 -0.50501 -0.13835 -0.927 4.719 -1.107 -0.0533
C -0.57840 -0.61584 0.59183 1.971 -1.897 -0.410 0.2744
C -2.68294 0.17980 1.30942 -1.940 -0.588 -2.203 -0.2730
C -0.67035 2.66298 -0.25095 0.544 -1.347 2.551 -0.2560
C 0.96888 1.34539 -1.12434 0.576 -2.279 4.797 0.7014
N 1.56864 0.73745 -2.21803 1.659 -0.768 -2.863 0.4545
O 0.95714 0.49478 -3.23075 -0.554 -0.106 0.191 -0.3315
O 2.77210 0.47820 -2.08243 0.105 0.114 -0.031 -0.4404
O 1.88941 1.99475 -0.32936 2.243 -0.589 -1.463 -0.7191
O -1.43855 0.36439 0.62678 -1.862 0.212 0.384 -0.4983
O -0.14804 1.95425 -1.36378 -0.671 0.585 -0.866 -0.4886
H 2.07692 -3.43970 0.27086 2.783 -2.828 -0.465 0.2087
H 0.01912 -3.84663 1.33015 0.034 0.601 0.274 0.2039
H 2.46040 -1.13179 -0.93202 -0.806 -0.446 0.886 0.2462
H -1.66230 -2.25788 1.48578 -1.163 0.125 0.920 0.2177
H -3.19185 -0.82998 1.36577 1.342 0.539 -0.591 0.1931
H -3.41159 0.73291 0.62451 0.827 -0.109 1.651 0.2071
H -2.59310 0.45101 2.33011 -0.049 0.980 0.831 0.1957
H -0.14524 2.28875 0.71720 -0.756 1.024 -1.686 0.2048
H -1.68710 2.28666 -0.11045 0.085 1.059 -0.428 0.2089
H -0.49346 3.71102 -0.38116 -0.277 0.535 -0.098 0.1945
H 2.85887 1.69681 -0.67615 -3.228 0.597 0.933 0.5257
```
Positions in Å, forces in eV/Å.

## Properties
Relative energy (zero: lowest compared OMol25 entry of this formula, charge and spin) in kJ/mol: 762.3
HOMO in eV: -8.69
Electronic energy in Eh: -780.24657
M in g/mol: 213.189
LUMO level in Eh: -0.0127
Largest force on an atom in eV/Å: 5.94

=====

One value per record, in order, for orbital gap: 7.66; 10.04; 8.35 eV.